Here is a structure of composition C32H47Cl2GeN3O5P2Ti from OMol25. Energies are from ωB97M-V/def2-TZVPD.

Each line ends with the Mulliken charge.
Geometry (Å):
Ge (-3.07, 0.14, 3.40)  0.627
Ti (-0.81, 0.02, 0.35)  -0.959
Cl (4.78, -4.80, 0.56)  -0.272
Cl (0.86, -2.99, 3.75)  -0.257
P (3.19, 0.64, 1.50)  1.052
P (0.26, 2.49, 0.88)  1.865
O (-4.01, 1.72, -1.24)  -0.784
O (0.58, -0.29, -0.94)  1.499
O (1.32, 2.19, -2.97)  -0.626
O (-1.83, 1.29, -0.88)  -0.402
O (0.12, -1.31, 1.41)  -0.009
N (-2.33, -1.07, -0.07)  0.727
N (0.43, 0.77, -4.56)  0.110
N (2.49, 1.84, -4.88)  0.296
C (2.98, -2.94, -0.22)  -1.375
C (-1.86, -1.09, 4.31)  -1.216
C (3.40, -3.76, 0.79)  0.263
C (3.66, 2.49, -4.33)  -0.918
C (3.00, 2.45, 1.79)  -1.390
C (-2.66, -2.40, -0.10)  0.295
C (-2.03, -4.71, -0.39)  -0.839
C (-0.45, 3.71, -0.26)  -1.259
C (-1.69, -3.37, -0.37)  -0.602
C (1.41, 1.62, -4.05)  0.474
C (1.64, -2.95, 2.20)  0.604
C (-4.69, -0.50, 0.48)  -1.660
C (-3.05, 1.81, 4.45)  -1.476
C (2.74, -3.79, 2.02)  -0.891
C (1.87, -2.08, -0.03)  0.831
C (-0.21, 3.14, 2.53)  -1.754
C (4.07, 0.72, -0.12)  -1.025
C (2.46, 1.72, -6.31)  -1.196
C (-4.00, -2.81, 0.12)  1.112
C (1.52, -1.18, -1.05)  -0.971
C (-2.58, 0.63, 1.59)  0.499
C (0.85, -0.57, -4.95)  -0.790
C (-3.34, -5.12, -0.17)  -0.685
C (2.01, 3.09, 0.82)  -0.891
C (-0.79, 0.69, -3.74)  -0.720
C (4.63, 0.31, 2.59)  -1.435
C (-4.31, -4.16, 0.08)  -0.820
C (-3.11, 1.10, -0.71)  -0.179
C (1.17, -2.09, 1.22)  -0.742
C (-3.28, -0.01, 0.35)  0.907
C (-5.00, -1.78, 0.37)  -0.923
C (-4.88, -0.60, 3.68)  -1.472
H (4.96, -0.72, 2.45)  0.376
H (3.60, 2.47, -3.24)  0.115
H (-1.57, 0.25, -4.36)  0.341
H (-5.34, -4.46, 0.24)  0.368
H (-2.00, -2.11, 3.97)  0.403
H (-1.26, -5.45, -0.59)  0.426
H (-1.29, 3.21, 2.59)  0.454
H (0.12, 2.45, 3.30)  0.367
H (4.33, 0.41, 3.64)  0.392
H (2.34, 2.97, -0.22)  0.051
H (-1.53, 3.62, -0.27)  0.298
H (-0.62, 0.08, -2.86)  -0.045
H (-1.10, 1.68, -3.41)  0.308
H (-6.04, -2.10, 0.48)  0.350
H (1.45, 1.49, -6.65)  0.374
H (-0.67, -3.05, -0.55)  0.301
H (4.49, -0.26, -0.35)  0.468
H (3.14, 0.93, -6.67)  0.303
H (4.56, 1.96, -4.66)  0.358
H (-3.60, -6.17, -0.19)  0.377
H (-0.82, -0.81, 4.10)  0.166
H (-2.03, 2.15, 4.63)  0.357
H (-0.15, 4.72, 0.04)  0.544
H (-4.98, -1.58, 3.22)  0.377
H (3.51, -2.92, -1.17)  0.451
H (-5.05, -0.70, 4.76)  0.431
H (0.06, -1.03, -5.53)  0.350
H (2.11, -1.16, -1.97)  0.160
H (3.37, 0.98, -0.91)  -0.269
H (-0.09, 3.48, -1.26)  0.056
H (1.96, 4.16, 1.01)  0.677
H (3.98, 2.94, 1.70)  0.563
H (-2.71, 1.72, 1.57)  0.541
H (2.77, 2.66, -6.77)  0.379
H (1.76, -0.56, -5.54)  0.306
H (5.47, 0.98, 2.39)  0.425
H (-5.44, 0.26, 0.66)  0.538
H (1.02, -1.20, -4.06)  0.074
H (2.67, 2.59, 2.82)  0.393
H (-2.03, -1.05, 5.39)  0.474
H (4.88, 1.46, -0.09)  0.496
H (-3.53, 1.64, 5.42)  0.421
H (3.73, 3.53, -4.65)  0.321
H (3.07, -4.43, 2.82)  0.467
H (0.23, 4.13, 2.70)  0.530
H (-5.65, 0.05, 3.27)  0.381
H (-3.59, 2.60, 3.93)  0.388

- energy above the lowest of the compared OMol25 structures with the same formula, charge and spin (kcal/mol) = 0.00
- spin multiplicity = 2
- total charge = -1
- HOMO energy (alpha / beta) (Eh) = -0.1219 / -0.1596
- frontier orbital gap (alpha / beta) (eV) = 5.7 / 6.7
- lowest unoccupied orbital energy (alpha / beta) (eV) = 2.347 / 2.318


Here is the ion C4H6N3S2 with charge -1 in a non-equilibrium geometry from OMol25. Energies are from ωB97M-V/def2-TZVPD.

Each line ends with the natural charge from an NBO analysis.
Geometry (Å):
S (-2.52, 0.11, -0.88)  0.235
S (0.29, -2.18, -0.40)  -0.404
N (0.30, -0.51, -0.48)  -0.483
N (-0.34, 1.65, -0.67)  -0.297
N (0.96, 1.62, -0.41)  -0.367
C (2.80, 0.03, -0.24)  -0.664
C (1.33, 0.33, -0.31)  0.316
C (-2.75, -0.35, 0.97)  -0.667
C (-0.88, 0.46, -0.70)  0.033
H (-2.22, -1.15, 1.42)  0.232
H (-2.71, 0.53, 1.47)  0.196
H (-3.80, -0.57, 0.90)  0.191
H (2.91, -0.94, 0.36)  0.237
H (3.34, 0.08, -1.18)  0.219
H (3.29, 0.89, 0.16)  0.223

- energy above the lowest of the compared OMol25 structures with the same formula, charge and spin (kcal/mol) = 13.52
- total charge = -1
- HOMO energy (Eh) = -0.1128
- frontier orbital gap (eV) = 6.3
- lowest unoccupied orbital energy (eV) = 3.256